{"formula": "C4H3NO", "method": "wB97M-V/def2-TZVPD", "symbols": ["C", "C", "C", "C", "N", "O", "H", "H", "H"], "positions_angstrom": [[0.709, 1.632, -0.336], [-0.216, -1.199, -0.493], [1.117, 1.237, -1.492], [-1.025, -0.983, 0.746], [0.112, 1.789, 0.699], [0.254, -1.596, 0.611], [1.944, 0.946, -2.029], [-1.087, -0.056, 1.418], [-1.809, -1.769, 0.875]], "lowdin_charge": [-0.361, -0.006, 0.181, -0.185, 0.174, -0.015, 0.016, 0.097, 0.097], "max_force_ev_per_a": 2.68, "homo_lumo_gap_ha": [0.2795, 0.2711], "e_lumo_ev": [-2.04, -2.04], "e_homo_ev": [-9.64, -9.42]}


{"formula": "C39H52BrN3O5PtSi4", "method": "wB97M-V/def2-TZVPD", "symbols": ["Pt", "C", "O", "C", "C", "C", "Br", "C", "C", "C", "O", "C", "N", "C", "C", "C", "C", "C", "C", "N", "H", "H", "H", "H", "H", "H", "H", "H", "H", "H", "H", "C", "Si", "C", "C", "Si", "Si", "C", "C", "C", "Si", "C", "C", "C", "H", "H", "H", "H", "H", "H", "H", "H", "H", "H", "H", "H", "H", "H", "H", "H", "H", "H", "H", "H", "H", "H", "H", "H", "H", "H", "H", "O", "C", "C", "C", "C", "C", "C", "C", "N", "C", "C", "C", "C", "C", "C", "C", "O", "O", "C", "C", "H", "H", "H", "H", "H", "H", "H", "H", "H", "H", "H", "H", "H", "H"], "positions_angstrom": [[1.177, -1.747, -0.454], [-0.586, -3.691, 1.559], [0.527, -2.837, 1.804], [0.377, -1.903, 2.797], [-0.776, -1.726, 3.534], [-0.821, -0.704, 4.477], [-2.420, -0.460, 5.460], [0.248, 0.136, 4.679], [1.410, -0.043, 3.924], [1.487, -1.077, 3.001], [2.576, -1.353, 2.235], [2.522, 0.909, 4.075], [2.981, 1.374, 5.200], [3.982, 2.263, 4.831], [4.807, 3.056, 5.627], [5.719, 3.876, 4.993], [5.821, 3.914, 3.593], [5.019, 3.127, 2.789], [4.105, 2.303, 3.436], [3.178, 1.392, 2.963], [-1.458, -3.114, 1.245], [-0.826, -4.271, 2.452], [-0.282, -4.359, 0.758], [-1.640, -2.354, 3.384], [0.204, 0.946, 5.392], [3.239, -0.658, 2.353], [4.723, 3.024, 6.705], [6.371, 4.507, 5.583], [6.547, 4.573, 3.135], [5.100, 3.150, 1.710], [2.754, 1.376, 2.032], [1.672, 2.621, -2.206], [2.471, 1.012, -2.741], [2.987, 1.265, -4.536], [4.001, 0.643, -1.718], [1.042, -0.870, -2.651], [1.690, -2.388, -4.337], [3.550, -2.675, -4.358], [0.772, -4.016, -4.120], [1.246, -1.704, -6.031], [-1.273, -0.411, -2.826], [-1.831, -0.524, -4.620], [-2.237, -1.710, -1.863], [-1.718, 1.314, -2.240], [2.422, 3.415, -2.260], [1.292, 2.586, -1.185], [0.854, 2.893, -2.875], [3.645, 2.136, -4.602], [2.122, 1.460, -5.175], [3.526, 0.410, -4.946], [4.657, 1.518, -1.684], [4.569, -0.187, -2.145], [3.716, 0.383, -0.698], [3.963, -2.997, -3.404], [4.070, -1.762, -4.656], [3.787, -3.444, -5.098], [0.918, -4.458, -3.133], [1.103, -4.745, -4.864], [-0.302, -3.862, -4.258], [1.692, -0.724, -6.204], [0.170, -1.617, -6.176], [1.633, -2.384, -6.795], [-1.764, -1.544, -5.004], [-1.245, 0.125, -5.274], [-2.876, -0.210, -4.689], [-2.100, -2.698, -2.310], [-3.306, -1.474, -1.869], [-1.904, -1.771, -0.825], [-1.360, 2.060, -2.953], [-1.312, 1.562, -1.260], [-2.806, 1.400, -2.186], [2.985, -3.945, -1.275], [2.296, -3.082, -1.009], [-6.866, -1.984, 0.250], [-6.010, -0.746, 0.259], [-6.515, 0.449, -0.233], [-5.740, 1.600, -0.229], [-4.445, 1.557, 0.247], [-3.921, 0.365, 0.744], [-2.570, 0.293, 1.171], [-1.907, 1.346, 1.775], [-2.618, 2.189, 2.645], [-2.007, 3.249, 3.274], [-0.657, 3.522, 3.057], [0.056, 2.692, 2.223], [-0.531, 1.592, 1.585], [0.384, 0.727, 0.791], [1.572, 1.019, 0.637], [-0.131, -0.347, 0.255], [-4.707, -0.791, 0.773], [-4.162, -2.068, 1.349], [-7.809, -1.795, -0.261], [-7.097, -2.318, 1.264], [-6.366, -2.813, -0.255], [-7.525, 0.478, -0.623], [-6.142, 2.528, -0.616], [-3.822, 2.442, 0.226], [-1.964, -0.305, 0.626], [-3.663, 1.978, 2.828], [-2.586, 3.869, 3.947], [-0.175, 4.360, 3.541], [1.106, 2.878, 2.044], [-3.334, -1.849, 2.021], [-3.802, -2.743, 0.565], [-4.926, -2.605, 1.910]], "lowdin_charge": [0.939, -0.054, -0.160, -0.217, -0.059, -0.666, 0.758, -0.062, -0.074, -0.205, 0.066, -0.276, 0.193, -0.224, -0.019, -0.098, -0.098, -0.020, -0.187, 0.153, 0.072, 0.107, 0.094, 0.091, 0.119, 0.104, 0.110, 0.098, 0.098, 0.108, 0.114, -0.201, 0.366, -0.222, -0.212, 0.396, 0.345, -0.206, -0.211, -0.203, 0.376, -0.221, -0.208, -0.192, 0.037, 0.012, 0.020, 0.034, 0.027, 0.007, 0.032, 0.026, 0.002, 0.010, 0.017, 0.036, 0.013, 0.034, 0.022, 0.015, 0.006, 0.038, 0.018, 0.028, 0.035, 0.032, 0.039, -0.015, 0.027, 0.016, 0.031, 0.117, -0.374, -0.049, -0.233, -0.053, -0.075, -0.043, -0.203, 0.113, -0.191, -0.037, -0.066, -0.075, -0.026, -0.067, -0.564, -0.031, -0.265, -0.168, -0.032, 0.075, 0.083, 0.083, 0.106, 0.104, 0.118, 0.088, 0.118, 0.108, 0.104, 0.111, 0.051, 0.080, 0.080], "max_force_ev_per_a": 0.28, "homo_lumo_gap_ha": 0.2733, "e_lumo_ev": -0.35, "e_homo_ev": -7.78}


{"formula": "C15H41BFN3O16P3S", "method": "wB97M-V/def2-TZVPD", "symbols": ["N", "C", "C", "C", "O", "C", "C", "N", "C", "B", "N", "O", "S", "O", "O", "F", "H", "H", "H", "H", "H", "H", "H", "H", "H", "H", "H", "H", "H", "H", "C", "O", "P", "O", "O", "C", "O", "C", "H", "H", "H", "H", "H", "H", "H", "H", "H", "C", "O", "P", "O", "O", "C", "O", "C", "H", "H", "H", "H", "H", "H", "H", "H", "H", "C", "O", "P", "O", "O", "C", "O", "C", "H", "H", "H", "H", "H", "H", "H", "H", "H"], "positions_angstrom": [[4.245, 0.801, -2.476], [3.109, 1.213, -2.114], [2.421, 0.629, -0.902], [0.916, 0.362, -1.096], [0.079, 1.140, -0.288], [0.157, 0.872, 1.105], [0.698, -0.509, 1.534], [0.735, -1.585, 0.464], [0.527, -1.114, -0.942], [1.342, -2.062, -1.993], [2.712, -2.408, -1.652], [0.773, -2.518, -3.125], [-1.254, -1.233, -1.285], [-1.552, -0.414, -2.401], [-1.998, -0.937, -0.108], [-1.590, -2.702, -1.646], [4.564, 0.061, -1.850], [2.582, 2.015, -2.626], [2.960, -0.237, -0.522], [2.504, 1.381, -0.109], [0.659, 0.623, -2.122], [-0.850, 0.989, 1.495], [0.769, 1.639, 1.580], [0.134, -0.910, 2.370], [1.717, -0.389, 1.889], [0.080, -2.327, 0.724], [1.667, -2.021, 0.485], [2.895, -3.396, -1.791], [3.340, -1.864, -2.237], [0.144, -1.913, -3.546], [-1.876, -3.274, 2.443], [-1.203, -3.251, 3.696], [-0.240, -4.532, 3.905], [0.463, -4.734, 2.622], [-1.420, -5.615, 4.140], [-2.548, -5.308, 4.976], [0.724, -4.999, 5.068], [0.926, -6.420, 5.232], [-2.723, -2.595, 2.519], [-1.211, -2.909, 1.667], [-2.243, -4.263, 2.177], [-3.425, -5.142, 4.352], [-2.379, -4.426, 5.592], [-2.730, -6.162, 5.624], [0.998, -6.915, 4.266], [0.122, -6.855, 5.819], [1.861, -6.526, 5.773], [-8.603, 0.729, -4.470], [-8.083, 0.988, -3.154], [-6.536, 1.378, -3.101], [-6.221, 2.280, -4.212], [-5.962, -0.133, -3.369], [-6.569, -1.259, -2.735], [-5.564, 1.737, -1.883], [-4.189, 1.375, -2.031], [-9.500, 0.131, -4.331], [-8.861, 1.664, -4.959], [-7.886, 0.178, -5.076], [-7.146, -1.822, -3.469], [-7.229, -0.972, -1.918], [-5.779, -1.899, -2.342], [-3.843, 1.551, -3.049], [-4.034, 0.333, -1.765], [-3.618, 2.001, -1.349], [3.900, 6.560, 2.027], [3.897, 6.494, 0.597], [4.608, 5.154, -0.088], [4.077, 4.204, 0.965], [6.113, 5.700, 0.209], [6.556, 6.957, -0.337], [5.158, 3.845, -0.981], [6.284, 3.134, -0.482], [3.765, 7.611, 2.281], [3.077, 5.979, 2.433], [4.844, 6.204, 2.435], [6.600, 7.699, 0.458], [5.896, 7.323, -1.123], [7.552, 6.815, -0.749], [6.253, 3.033, 0.603], [7.211, 3.623, -0.778], [6.250, 2.146, -0.940]], "lowdin_charge": [0.124, -0.204, -0.094, -0.297, -0.068, -0.130, -0.030, 0.127, -0.252, -0.556, 0.179, 0.215, 0.681, -0.188, -0.206, -0.084, 0.050, 0.129, 0.105, 0.140, 0.160, 0.131, 0.137, 0.131, 0.138, 0.132, 0.172, 0.105, 0.089, 0.121, -0.098, -0.240, 0.451, -0.250, -0.257, -0.081, -0.217, -0.061, 0.111, 0.035, 0.105, 0.090, 0.090, 0.094, 0.095, 0.091, 0.098, -0.081, -0.246, 0.452, -0.222, -0.267, -0.106, -0.217, -0.101, 0.095, 0.093, 0.090, 0.088, 0.087, 0.081, 0.094, 0.061, 0.097, -0.114, -0.303, 0.686, -0.273, -0.277, -0.083, -0.305, -0.123, 0.095, 0.082, 0.090, 0.091, 0.085, 0.090, 0.088, 0.087, 0.075], "max_force_ev_per_a": 8.49, "homo_lumo_gap_ha": 0.2650, "e_lumo_ev": -4.25, "e_homo_ev": -11.46, "charge": 1}